Entry 1:
Molecular formula: C29H79F3NO28P5S3
Method: DFT, ωB97M-V/def2-TZVPD

**Energy**: -177284.25115 eV
**E_LUMO**: -0.2 eV
**HOMO level**: -8.857 eV

Last column: Löwdin charge in e.
CARTESIAN COORDINATES (ANGSTROEM)
1 N 2.33331 -0.80279 3.57574  0.285
2 H 2.94212 -1.55523 3.86432  0.113
3 H 1.55783 -0.75810 4.22129  0.046
4 H 1.92848 -0.96439 2.66463  0.028
5 H 2.81988 0.08225 3.58287  0.136
6 C 0.17708 -0.95820 -1.30225  -0.541
7 F 1.40649 -0.40102 -1.67618  0.046
8 F -0.73238 -0.50010 -2.13385  0.142
9 F 0.22350 -2.31797 -1.44208  0.081
10 S -0.16717 -0.45552 0.55221  0.549
11 O 0.96406 -0.87367 1.41706  -0.351
12 O -0.42467 0.99646 0.52113  -0.330
13 O -1.42195 -1.13219 0.83358  -0.315
14 C -0.30369 -0.44611 8.52110  -0.121
15 O -1.20909 -0.44480 7.44791  -0.214
16 P -0.82825 0.25525 6.00224  0.547
17 O 0.42913 -0.15451 5.31538  -0.249
18 O -2.06416 -0.13162 5.01270  -0.230
19 C -2.00328 0.25095 3.65179  -0.095
20 O -1.09567 1.82302 6.21853  -0.201
21 C -2.27799 2.35770 6.68710  -0.136
22 H -0.74458 0.07008 9.37390  0.092
23 H 0.69111 -0.05290 8.31171  0.090
24 H -0.18488 -1.49161 8.80555  0.090
25 H -2.59971 1.14990 3.49606  0.086
26 H -2.41891 -0.54607 3.03527  0.074
27 H -0.98479 0.40800 3.29666  0.072
28 H -3.21809 1.97136 6.29335  0.100
29 H -2.25771 3.44173 6.57489  0.084
30 H -2.31492 2.19138 7.76369  0.084
31 C 3.88838 3.09583 -2.47785  -0.065
32 O 2.89966 3.69901 -1.61234  -0.225
33 P 1.94859 4.85143 -2.19894  0.456
34 O 1.44744 5.83673 -1.19677  -0.241
35 O 2.83175 5.44045 -3.39081  -0.221
36 C 2.31819 6.50909 -4.11878  -0.132
37 O 0.82645 3.92852 -2.97423  -0.233
38 C 0.16805 2.87065 -2.32293  -0.108
39 H 4.61776 2.52106 -1.90710  0.074
40 H 4.41101 3.80250 -3.12249  0.089
41 H 3.26683 2.36122 -2.98985  0.079
42 H 2.34612 6.10902 -5.13232  0.093
43 H 2.95163 7.39481 -4.07020  0.093
44 H 1.31039 6.91624 -4.03722  0.097
45 H 0.28060 2.88172 -1.23881  0.077
46 H 0.63883 1.96568 -2.70698  0.066
47 H -0.88571 2.91715 -2.59777  0.092
48 C -2.50680 -7.12723 2.81535  -0.139
49 O -2.74645 -5.82182 3.24392  -0.224
50 P -3.63513 -4.91404 2.22744  0.462
51 O -5.02485 -5.45783 1.98900  -0.257
52 O -3.53813 -3.42014 2.83910  -0.230
53 C -4.13667 -3.17887 4.12651  -0.072
54 O -2.76047 -4.78853 0.88865  -0.202
55 C -1.36979 -4.52076 0.94110  -0.109
56 H -1.92999 -7.69512 3.54535  0.090
57 H -1.98005 -7.18157 1.86263  0.083
58 H -3.42592 -7.71084 2.76324  0.092
59 H -5.22195 -3.26837 4.07901  0.096
60 H -3.74292 -2.19797 4.39283  0.072
61 H -3.66592 -3.85629 4.83896  0.086
62 H -1.05235 -3.81363 0.17474  0.063
63 H -0.79278 -5.44130 0.85288  0.086
64 H -1.08325 -4.03328 1.87295  0.087
65 C -7.55469 2.68621 -1.30055  -0.125
66 O -6.43402 3.55970 -1.38660  -0.236
67 P -5.24751 3.51605 -0.20534  0.530
68 O -4.15763 4.52200 -0.38147  -0.258
69 O -4.86411 1.92413 -0.29177  -0.233
70 C -3.48272 1.38857 -0.29187  -0.053
71 O -5.99634 3.54694 1.25105  -0.243
72 C -6.54239 4.75373 1.75632  -0.116
73 H -7.74565 2.26162 -0.31498  0.084
74 H -7.40687 1.85468 -1.98963  0.081
75 H -8.48792 3.16645 -1.59471  0.087
76 H -2.75165 2.19702 -0.29671  0.065
77 H -3.30697 0.66722 -1.08991  0.072
78 H -3.22212 0.86813 0.62971  0.067
79 H -6.35298 5.69258 1.23594  0.097
80 H -6.08258 4.85323 2.73956  0.077
81 H -7.58703 4.60165 2.02779  0.089
82 C 5.08277 -4.28692 1.43971  -0.053
83 O 6.13150 -3.27714 1.50108  -0.236
84 P 5.86243 -1.69488 1.76561  0.514
85 O 4.96938 -1.38011 2.91831  -0.266
86 O 7.34218 -0.97853 1.76604  -0.211
87 C 7.44928 0.42687 2.06539  -0.095
88 O 5.22629 -1.18700 0.33554  -0.252
89 C 4.34205 -0.03814 0.34112  -0.090
90 H 5.09850 -4.67639 0.42178  0.087
91 H 4.12384 -3.81177 1.64652  0.081
92 H 5.28669 -5.08189 2.15702  0.093
93 H 8.14312 0.96222 1.41724  0.090
94 H 7.87433 0.65256 3.04340  0.092
95 H 6.53437 1.00009 1.91556  0.076
96 H 3.32429 -0.15775 -0.03033  0.075
97 H 4.88170 0.72146 -0.22446  0.075
98 H 4.27409 0.45100 1.31284  0.069
99 C -0.98814 -4.86701 -3.09278  -0.021
100 C 0.31571 -5.49708 -2.95850  -0.497
101 O 0.42644 -6.72572 -3.02360  0.045
102 C 1.50980 -4.60317 -2.71029  -0.034
103 H -1.23393 -4.11155 -2.34648  0.071
104 H -1.75815 -5.61411 -2.90033  0.094
105 H -0.92879 -4.57041 -4.13997  0.109
106 H 1.46946 -3.68571 -3.29744  0.052
107 H 2.49245 -5.01228 -2.94510  0.081
108 H 1.48663 -4.33624 -1.65374  0.079
109 C -4.56233 1.14977 -3.90425  -0.010
110 C -3.71820 0.77651 -5.12592  -0.448
111 O -4.30307 0.56061 -6.16644  0.054
112 C -2.18989 0.57004 -5.14224  -0.019
113 H -4.25132 2.14140 -3.57556  0.084
114 H -4.39227 0.50969 -3.03852  0.065
115 H -5.62298 1.08317 -4.14649  0.082
116 H -1.81124 -0.12773 -4.39535  0.053
117 H -1.69203 1.52468 -4.97222  0.074
118 H -1.80692 0.18234 -6.08622  0.080
119 C 3.28693 -0.67752 -6.67703  -0.034
120 C 2.30071 -1.14673 -5.65981  -0.449
121 O 2.08587 -2.34901 -5.41814  0.025
122 C 1.45795 -0.11411 -4.90605  -0.018
123 H 3.98821 -0.01184 -6.17387  0.069
124 H 2.96909 -0.30565 -7.65108  0.091
125 H 3.91445 -1.54631 -6.87580  0.082
126 H 2.09738 0.40864 -4.19474  0.063
127 H 0.56277 -0.49777 -4.41660  0.059
128 H 1.19196 0.71449 -5.56238  0.085
129 C -1.22596 4.29908 1.57138  -0.250
130 S -2.60083 4.25255 2.79658  0.843
131 O -1.88660 4.27253 4.14682  -0.586
132 C -3.04272 6.02717 2.40821  -0.243
133 H -0.37663 4.91611 1.86470  0.063
134 H -1.61694 4.72901 0.64922  0.042
135 H -0.81604 3.29512 1.46126  0.020
136 H -2.15060 6.64418 2.51550  0.056
137 H -3.85750 6.31204 3.07387  0.038
138 H -3.40105 6.09750 1.38119  0.027
139 C 6.84113 -2.44420 -2.60628  -0.232
140 S 5.42385 -1.32620 -3.07485  0.850
141 O 5.51241 -1.10696 -4.59616  -0.566
142 C 4.13247 -2.58211 -2.76733  -0.265
143 H 7.82241 -2.10864 -2.94184  0.051
144 H 6.71029 -3.44261 -3.02363  0.053
145 H 6.90138 -2.47719 -1.51845  0.028
146 H 4.29493 -3.25974 -3.60550  0.058
147 H 3.15251 -2.10889 -2.82923  0.027
148 H 4.28967 -3.19855 -1.88224  0.049

=====

Entry 2:
Molecular formula: C4H8N2O
Method: DFT, ωB97M-V/def2-TZVPD

**Energy**: -9299.94984 eV
**ΔE to the lowest compared entry with this formula, charge and spin**: 148.6 kcal/mol
**E_LUMO (spin up / spin down)**: 0.2 / 0.1 eV
**HOMO level (spin up / spin down)**: -8.756 / -8.675 eV

Last column: Löwdin charge in e.
CARTESIAN COORDINATES (ANGSTROEM)
1 C -0.96923 1.44851 0.07839  -0.113
2 C 0.46846 1.50408 -0.23559  -0.153
3 C 1.16309 0.10016 0.07097  -0.253
4 C -0.04919 -2.00510 0.08909  -0.131
5 N 0.33270 -0.80122 -0.56507  -0.030
6 N -1.36478 0.27168 0.03339  -0.166
7 O -2.37878 -0.36653 0.07290  -0.001
8 H -1.55343 2.34509 0.22293  0.135
9 H 0.68213 1.77742 -1.18900  0.059
10 H 0.89211 2.44818 0.40627  0.156
11 H 2.03787 0.27597 -0.53914  0.106
12 H 1.44742 -0.14533 1.13303  0.130
13 H 0.30336 -2.07184 1.06160  0.047
14 H -1.21963 -1.94625 0.03406  0.099
15 H 0.20792 -2.83483 -0.67383  0.114

=====

Entry 3:
Molecular formula: C6H15N
Method: DFT, ωB97M-V/def2-TZVPD

**Energy**: -7949.92321 eV
**ΔE to the lowest compared entry with this formula, charge and spin**: 134.8 kcal/mol
**E_LUMO**: 0.5 eV
**HOMO level**: -7.746 eV

Last column: Löwdin charge in e.
CARTESIAN COORDINATES (ANGSTROEM)
1 C -1.43392 1.78849 0.23701  -0.043
2 C -0.09154 2.12854 0.22230  -0.239
3 N 0.97007 1.33327 -0.35213  0.006
4 C -0.00121 -1.92758 -2.22010  -0.106
5 C 0.18147 -0.92319 -1.09852  -0.236
6 C 0.58574 0.50181 -1.52762  -0.422
7 C 1.83384 0.47106 -2.39964  -0.071
8 H -1.72553 1.00493 0.92049  0.051
9 H -2.18012 2.51866 -0.05217  0.035
10 H -2.67039 -2.55988 11.52598  0.000
11 H -2.45446 -1.89849 11.78316  0.000
12 H 0.35761 2.99203 0.76088  0.116
13 H 0.41543 0.85183 0.49212  0.131
14 H -0.60059 -1.52868 -3.03168  0.076
15 H 0.94574 -2.26430 -2.64625  0.073
16 H -0.53397 -2.79515 -1.88611  0.061
17 H 0.91729 -1.26000 -0.36968  0.111
18 H -0.74082 -0.81508 -0.51419  0.093
19 H -0.25396 0.96996 -2.06515  0.136
20 H 2.18334 1.49276 -2.58353  0.078
21 H 2.63805 -0.02792 -1.86277  0.081
22 H 1.65796 -0.05305 -3.33242  0.069

=====

Entry 4:
Molecular formula: C29H42BO7Pb
Method: DFT, ωB97M-V/def2-TZVPD

**Net charge**: -1
**Energy**: -51011.80527 eV
**ΔE to the lowest compared entry with this formula, charge and spin**: 0.0 kcal/mol
**E_LUMO**: 2.2 eV
**HOMO level**: -2.944 eV

Last column: Löwdin charge in e.
CARTESIAN COORDINATES (ANGSTROEM)
1 C -0.15784 -0.20186 -6.59024  -0.223
2 C -0.79499 -1.24147 -5.62245  -0.052
3 C -0.35338 1.21860 -5.97096  -0.039
4 C -1.42740 1.05767 -4.89682  -0.188
5 H -0.63024 1.93349 -6.75387  0.126
6 H 0.59236 1.54429 -5.50691  0.139
7 C -1.25802 -0.40453 -4.43491  -0.216
8 H -0.04665 -1.99049 -5.31965  0.128
9 H -1.66994 -1.73784 -6.07364  0.132
10 C -0.16694 -0.23706 -3.36836  -0.112
11 H -2.17700 -0.77086 -3.95272  0.147
12 H -2.41367 1.23605 -5.35270  0.162
13 C -1.21812 1.85824 -3.59458  -0.537
14 C 1.33080 -0.38242 -6.79112  -0.461
15 C -0.62125 -0.24468 -8.04920  -0.432
16 O -0.98650 0.77210 -8.60829  0.114
17 O 2.10526 -0.94522 -6.02879  0.120
18 O 1.69846 0.18595 -7.95069  -0.034
19 O -0.59752 -1.41330 -8.72186  -0.012
20 C 0.02884 -2.64985 -8.28585  -0.014
21 H -0.28037 -2.95777 -7.27751  0.084
22 H 1.12381 -2.57936 -8.35611  0.099
23 H -0.32884 -3.37636 -9.01577  0.095
24 C 3.10105 0.17448 -8.19487  -0.026
25 H 3.64150 0.66808 -7.37898  0.105
26 H 3.21986 0.72226 -9.12698  0.096
27 H 3.45866 -0.85597 -8.30277  0.098
28 O -0.39068 1.06251 -2.76232  -0.175
29 H 0.84787 -0.22012 -3.81204  0.129
30 H -0.18057 -1.01129 -2.57596  0.115
31 C -2.59666 2.03262 -2.92853  -0.011
32 C -0.51701 3.20396 -3.82440  -0.005
33 H -0.74035 3.56741 -4.83470  0.082
34 H 0.57409 3.15362 -3.68558  0.096
35 H -0.91392 3.93654 -3.11981  0.079
36 H -2.50731 2.44216 -1.90851  0.088
37 H -3.16085 1.08046 -2.90625  0.092
38 H -3.19296 2.75148 -3.51544  0.087
39 Pb -0.30182 0.60498 0.30894  1.450
40 C -1.95310 -1.24658 1.78671  -0.254
41 C -2.61565 -1.30013 0.51664  -0.244
42 C -1.77414 -2.01496 -0.38777  -0.264
43 H -3.61980 -0.93047 0.30413  0.069
44 C -0.60193 -2.41067 0.31530  -0.250
45 C -0.70562 -1.94334 1.65796  -0.231
46 H -0.00735 -2.14457 2.46551  0.086
47 H -2.35146 -0.82567 2.70850  0.076
48 H -2.03258 -2.29584 -1.41288  0.070
49 H 0.20112 -3.03278 -0.07833  0.081
50 C 2.43627 1.34734 0.67099  -0.268
51 C 2.33035 0.19980 1.52268  -0.237
52 C 2.36340 -0.96019 0.70081  -0.228
53 H 2.30670 0.21814 2.61354  0.084
54 C 2.47679 -0.54525 -0.65800  -0.235
55 C 2.51720 0.88073 -0.68507  -0.245
56 H 2.65497 1.49575 -1.57203  0.071
57 H 2.50568 2.38114 1.00732  0.076
58 H 2.38900 -1.98890 1.05707  0.080
59 H 2.61461 -1.19986 -1.51717  0.075
60 C -3.08417 3.08003 3.57378  -0.016
61 C -1.62947 3.53185 3.38909  -0.498
62 C -1.56697 5.01176 3.67736  -0.022
63 O -1.26942 3.35203 2.01012  0.082
64 B -0.69096 2.12709 2.05084  -0.817
65 O -0.33459 1.55921 3.23865  0.055
66 C -0.59739 2.63115 4.15972  -0.493
67 C 0.72901 3.34427 4.43761  -0.014
68 C -1.08230 1.99226 5.43642  -0.016
69 H -3.42272 3.30441 4.59291  0.087
70 H -3.24196 2.00964 3.37580  0.098
71 H -3.72419 3.64631 2.88308  0.094
72 H -2.25547 5.54022 3.00699  0.093
73 H -1.88550 5.20065 4.70936  0.091
74 H -0.56071 5.42087 3.53583  0.084
75 H 0.59527 4.09150 5.23019  0.085
76 H 1.46718 2.61222 4.79370  0.097
77 H 1.14533 3.83978 3.54739  0.100
78 H -2.01090 1.42893 5.28890  0.087
79 H -0.31712 1.30201 5.81207  0.097
80 H -1.24936 2.76484 6.19546  0.090